89
Properties=species:S:1:pos:R:3:lowdin_charge:R:1 method="wB97M-V/def2-TZVPD" lumo_energy_ev=0.152 smiles="O=C1NC(=O)c2c(S)cccc21.CCCC#N.CCCC#N.CCCC#N.CCCC#N.CCCC#N.CCCC#N" largest_force_ev_per_a=0.75 de_lowest_kcal_mol=0.0
O -0.0751 0.7097 -0.2860 0.0959
C 0.7279 0.0378 -0.8848 -0.4073
N 1.0713 -1.2865 -0.5956 0.1892
C 1.6893 -1.8951 -1.7033 -0.3710
O 1.8098 -3.0855 -1.8505 0.0861
C 2.1138 -0.7648 -2.5849 -0.1259
C 2.9314 -0.7117 -3.7015 -0.5212
S 3.7412 -2.1477 -4.3650 0.8182
C 3.1176 0.5276 -4.3069 -0.0750
C 2.5348 1.6866 -3.7892 -0.0433
C 1.7262 1.6318 -2.6626 0.0106
C 1.5290 0.3958 -2.0891 -0.1149
H 0.4770 -1.8314 0.0195 0.1036
H 2.6503 -2.7160 -4.8822 -0.1803
H 3.7407 0.5867 -5.1905 0.1019
H 2.7247 2.6327 -4.2833 0.0562
H 1.2659 2.5144 -2.2386 0.1236
C 4.2224 -0.7802 3.3465 -0.1051
C 3.8062 0.6599 3.0726 -0.2568
C 2.9165 0.7901 1.8326 -0.1861
C 3.6160 0.4114 0.6060 -0.2180
N 4.1577 0.0852 -0.3523 0.1971
H 4.8245 -1.1795 2.5290 0.0728
H 4.8156 -0.8419 4.2587 0.0711
H 3.3483 -1.4223 3.4698 0.0753
H 4.6916 1.2870 2.9540 0.1107
H 3.2518 1.0507 3.9276 0.1064
H 2.5630 1.8166 1.7204 0.1217
H 2.0299 0.1589 1.9332 0.1102
C -2.1673 -3.7944 -3.5924 -0.1053
C -1.4126 -5.0870 -3.8792 -0.2560
C 0.1033 -4.8795 -3.9557 -0.1804
C 0.4869 -4.0191 -5.0722 -0.2294
N 0.7826 -3.3116 -5.9279 0.1505
H -2.0273 -3.0685 -4.3949 0.0723
H -3.2362 -3.9854 -3.4992 0.0702
H -1.8244 -3.3402 -2.6608 0.0734
H -1.7704 -5.5268 -4.8119 0.1092
H -1.6128 -5.8123 -3.0889 0.1073
H 0.6163 -5.8356 -4.0707 0.1227
H 0.4787 -4.4285 -3.0336 0.0918
C -1.2902 0.9917 4.3753 -0.1040
C -2.0360 1.2725 3.0753 -0.2638
C -2.7090 0.0271 2.4919 -0.2080
C -1.7227 -0.9717 2.0893 -0.2105
N -0.9321 -1.7385 1.7678 0.1597
H -0.4652 0.2927 4.2265 0.0627
H -0.8742 1.9143 4.7817 0.0693
H -1.9578 0.5644 5.1258 0.0741
H -1.3527 1.6951 2.3357 0.1044
H -2.8146 2.0126 3.2536 0.0785
H -3.3050 0.2929 1.6191 0.1139
H -3.3913 -0.4166 3.2154 0.0975
C 0.6572 -5.4422 4.0185 -0.1072
C -0.6803 -5.7671 4.6734 -0.2620
C -1.6229 -4.5595 4.7160 -0.1964
C -1.0987 -3.4830 5.5537 -0.2421
N -0.6641 -2.6425 6.2036 0.1448
H 1.2005 -4.6853 4.5859 0.0705
H 1.2844 -6.3318 3.9641 0.0710
H 0.5156 -5.0665 3.0037 0.0754
H -0.5179 -6.1401 5.6862 0.1100
H -1.1775 -6.5635 4.1168 0.1061
H -2.5976 -4.8578 5.1057 0.1156
H -1.7814 -4.1739 3.7066 0.1087
C -5.7561 4.1037 6.0131 -0.1066
C -6.5032 4.3794 4.7138 -0.2602
C -7.1341 3.1181 4.1133 -0.1864
C -6.1263 2.1381 3.7141 -0.1976
N -5.3348 1.3675 3.4029 0.1876
H -4.9169 3.4253 5.8521 0.0698
H -5.3597 5.0284 6.4311 0.0730
H -6.4162 3.6550 6.7576 0.0772
H -5.8266 4.8291 3.9852 0.1115
H -7.3008 5.1018 4.8937 0.1075
H -7.7301 3.3715 3.2353 0.1191
H -7.8085 2.6508 4.8332 0.1220
C 3.3341 6.7929 -7.7423 -0.1093
C 3.4937 5.3094 -8.0517 -0.2607
C 2.8141 4.4103 -7.0137 -0.1883
C 3.4254 4.5367 -5.6915 -0.2432
N 3.9218 4.6428 -4.6622 0.1628
H 3.8114 7.0533 -6.7967 0.0728
H 3.7916 7.3989 -8.5238 0.0718
H 2.2799 7.0687 -7.6778 0.0760
H 4.5530 5.0553 -8.1140 0.1124
H 3.0563 5.0875 -9.0264 0.1077
H 2.8754 3.3641 -7.3192 0.1187
H 1.7536 4.6566 -6.9334 0.1222